[1]
{
  "formula": "H18NO12",
  "method": "ωB97M-V with the def2-TZVPD basis set",
  "symbols": ["N", "O", "O", "O", "O", "H", "H", "O", "H", "H", "O", "H", "H", "O", "H", "H", "O", "H", "H", "O", "H", "H", "O", "H", "H", "O", "H", "H", "O", "H", "H"],
  "coordinates": [[-4.31394, -13.03438, 18.28843], [-4.44805, -14.09483, 17.63602], [-4.17987, -13.06562, 19.51440], [-4.32662, -11.96443, 17.69383], [-4.25832, -15.79937, 20.59032], [-4.47142, -15.27610, 21.36298], [-3.72885, -15.21754, 20.04500], [-3.34623, -8.61181, 17.75467], [-3.43470, -9.54789, 17.57537], [-2.66583, -8.55928, 18.42589], [-3.21050, -11.14728, 14.96917], [-3.61580, -10.94984, 15.81355], [-3.03022, -10.29008, 14.58322], [-6.01037, -9.69301, 18.77458], [-5.79879, -10.60570, 18.57845], [-5.18892, -9.31949, 19.09386], [-2.99146, -13.00477, 22.02983], [-3.53263, -12.95652, 21.24177], [-3.37440, -13.71800, 22.54062], [-1.87627, -13.89453, 16.50856], [-2.68519, -14.08302, 16.98432], [-2.15526, -13.36641, 15.76058], [-5.51801, -15.55605, 14.67695], [-4.70867, -15.50183, 15.18515], [-5.76006, -14.64457, 14.51315], [-7.38943, -13.27841, 16.97741], [-6.85245, -12.55774, 16.64798], [-8.22328, -13.18657, 16.51645], [-6.61904, -15.67396, 18.60603], [-5.89421, -15.46483, 19.19519], [-6.73951, -14.88140, 18.08299]],
  "atomic_forces_ev_per_a": [[-0.139, -1.315, -0.229], [0.308, 0.104, 0.358], [0.008, -0.084, 0.511], [-0.200, 1.827, -0.737], [-0.135, -0.661, 0.222], [-0.099, 0.135, 0.026], [0.094, 0.436, -0.321], [-0.055, 0.401, -0.061], [-0.100, -0.471, 0.068], [0.242, -0.035, 0.130], [0.122, -0.100, -0.317], [-0.243, -0.333, 0.436], [0.091, 0.186, -0.129], [-0.592, 0.297, 0.084], [0.283, -0.414, -0.052], [0.238, 0.107, -0.081], [0.276, 0.050, 0.569], [-0.145, 0.183, -0.610], [0.033, -0.097, 0.189], [0.824, -0.138, -0.183], [-0.565, -0.170, 0.139], [-0.137, 0.300, -0.145], [-0.137, -0.282, -0.430], [0.162, 0.071, 0.357], [-0.036, 0.217, 0.133], [-0.112, -0.052, 0.045], [0.430, 0.184, 0.002], [-0.246, -0.070, -0.031], [-0.592, -0.437, 0.196], [0.412, -0.095, 0.198], [0.011, 0.255, -0.338]],
  "lowdin_charge": [-0.56, -0.03, -0.02, -0.02, -0.05, 0.02, 0.02, -0.05, 0.00, 0.04, -0.04, -0.01, 0.03, -0.07, -0.01, 0.01, -0.06, -0.03, 0.01, -0.06, -0.03, 0.01, -0.05, 0.02, 0.02, -0.03, 0.03, 0.04, -0.07, -0.02, -0.03],
  "homo_lumo_gap_ev": 9.451,
  "e_above_lowest_kj_mol": 136.24,
  "charge": -1
}

=====

[2]
{
  "formula": "C10H30N2O5",
  "method": "ωB97M-V with the def2-TZVPD basis set",
  "symbols": ["C", "C", "C", "O", "H", "H", "H", "H", "H", "H", "H", "H", "C", "C", "C", "O", "H", "H", "H", "H", "H", "H", "H", "H", "C", "C", "C", "O", "H", "H", "H", "H", "H", "H", "H", "H", "C", "O", "N", "N", "H", "H", "H", "H", "O", "H", "H"],
  "coordinates": [[2.16021, -0.98255, 1.78397], [3.03631, -1.18075, 2.99929], [2.23649, -1.84690, 4.15442], [4.00990, -2.01059, 2.54437], [1.93086, -1.94981, 1.33685], [2.63573, -0.45250, 0.95872], [1.22259, -0.50850, 2.07421], [3.38694, -0.17721, 3.24027], [2.86133, -2.00635, 5.03320], [1.73910, -2.72838, 3.74985], [1.42895, -1.13993, 4.34464], [3.67988, -2.69258, 1.95482], [-2.41783, 0.82687, -4.86843], [-1.66375, 0.09419, -3.76963], [-0.14391, 0.21685, -3.97939], [-1.97237, 0.65022, -2.47114], [-3.49909, 0.68970, -4.85636], [-2.05423, 0.55655, -5.85981], [-2.28957, 1.90806, -4.92012], [-1.88613, -0.96866, -3.86453], [0.23758, 1.20629, -4.23151], [0.31908, -0.34064, -4.79361], [0.37553, 0.12343, -3.02569], [-1.34925, 0.39865, -1.78555], [0.61310, 3.43866, -0.38598], [0.03793, 3.04774, 0.97392], [-1.41365, 2.66878, 0.99546], [0.78206, 1.90251, 1.38686], [0.39955, 2.63329, -1.08875], [1.68941, 3.61085, -0.38747], [0.13825, 4.37712, -0.67218], [0.30350, 3.81709, 1.69895], [-1.78663, 2.02004, 0.20292], [-1.92017, 3.62191, 0.84353], [-1.69244, 2.14121, 1.90762], [1.65203, 2.26668, 1.56616], [-1.31067, -3.21173, 0.73788], [-0.23225, -3.42059, 0.24019], [-2.03492, -3.94031, 1.51266], [-1.72469, -2.00047, 0.67732], [-1.87643, -4.87798, 1.85289], [-2.80399, -3.45942, 1.95694], [-2.59969, -1.73636, 1.10710], [-1.08582, -1.32156, 0.28869], [-0.05665, 0.09669, -0.47484], [0.14140, 0.81909, 0.12109], [0.79660, -0.17877, -0.80998]],
  "atomic_forces_ev_per_a": [[-1.343, 0.121, -0.066], [-2.403, -0.309, -0.644], [-0.006, 1.474, -1.089], [3.559, -1.028, 0.259], [-0.393, -0.268, 0.193], [0.233, 0.445, 0.318], [-0.078, 0.133, -0.393], [0.721, -0.265, 0.538], [-0.209, -0.223, -0.100], [0.332, -0.324, 0.257], [-0.093, -0.017, 0.634], [-0.322, 0.155, 0.095], [-0.369, 0.540, -0.419], [1.339, 0.949, 0.152], [0.749, 0.986, 0.032], [-1.127, 0.046, -1.340], [0.012, -0.344, 0.167], [0.009, -0.649, 0.029], [0.318, 0.162, 0.780], [-0.366, -0.147, 0.470], [-0.843, 0.717, -0.172], [-0.317, -0.793, 0.320], [0.046, -0.976, -0.069], [0.505, -0.431, -0.073], [-0.892, 0.429, 0.077], [1.292, -0.534, -0.412], [-0.520, 0.612, -0.290], [0.278, -0.333, 0.618], [-0.118, 0.250, -0.245], [0.032, -0.047, 0.352], [-0.021, -0.054, -0.504], [-0.650, 0.361, 0.099], [0.577, 0.009, -0.416], [-0.616, -0.153, 0.410], [0.054, 0.555, 0.287], [0.385, -0.574, 0.054], [3.340, 0.522, -0.564], [2.139, -2.335, -1.112], [-3.386, -3.594, 3.069], [-2.693, 4.912, -0.344], [0.428, 0.306, -0.590], [0.148, -0.512, 0.017], [0.337, 0.429, -0.326], [-0.297, 0.202, -0.087], [-0.419, -0.443, -0.589], [0.414, 0.325, 0.681], [0.233, -0.289, -0.061]],
  "lowdin_charge": [-0.08, -0.52, -0.04, -0.04, 0.08, 0.08, 0.07, 0.14, 0.08, 0.08, 0.07, 0.10, -0.07, -0.45, -0.06, -0.07, 0.07, 0.08, 0.08, 0.13, 0.07, 0.08, 0.05, 0.01, -0.04, -0.48, -0.04, -0.10, 0.07, 0.08, 0.09, 0.14, 0.08, 0.09, 0.09, 0.10, -0.82, 0.03, 0.17, 0.16, 0.12, 0.11, 0.11, 0.07, -0.05, 0.00, 0.07],
  "smiles": "NC(N)=O.CC(C)O.CC(C)O.CC(C)O.O",
  "homo_lumo_gap_ev": 9.916,
  "e_above_lowest_kj_mol": 0.00
}

=====

Number 1: total energy -26352.035 eV. Number 2: total energy -24073.584 eV.